(1)
96
Properties=species:S:1:pos:R:3:lowdin_charge:R:1 method="wB97M-V/def2-TZVPD" e_homo_ha=-0.1742 e_lumo_ev=1.88 e_above_lowest_kj_mol=25.6 orbital_gap_ev=6.62 total_charge=-1 energy_ev=-104325.6347
C 2.5834 -0.5355 0.1385 -0.03
C 1.5096 -0.0215 -0.8192 -0.33
F 0.2259 -0.2883 -0.3089 -0.07
C 1.6803 -0.4322 -2.2804 -0.09
C 1.0944 -1.7791 -2.7497 -0.36
C 1.7968 -2.9515 -2.0484 -0.16
C 1.1642 -3.4165 -0.7503 -0.67
C 0.0337 -4.4235 -0.9551 -0.12
Cl 2.4647 -4.3129 0.1936 0.56
N -0.3554 -1.8887 -2.7215 0.01
C -1.1236 -0.7156 -2.9170 -0.74
Cl -1.1076 -0.0918 -4.6074 0.65
C -2.6009 -0.9957 -2.5463 -0.74
C -2.8162 -0.9698 -1.0334 -0.11
Cl -3.1934 -2.5053 -3.2868 0.62
C 1.6080 -1.9391 -4.2482 -0.68
O 2.7377 -1.4265 -4.5007 -0.07
O 0.8752 -2.5941 -5.0120 -0.05
H 3.1863 0.3048 0.4662 0.07
H 2.1460 -0.9468 1.0414 0.07
H 3.2600 -1.2367 -0.3292 0.07
H 1.6050 1.0616 -0.7974 0.13
H 1.3080 0.3818 -2.8942 0.11
H 2.7437 -0.4584 -2.4719 0.12
H 2.8468 -2.7381 -1.9334 0.10
H 1.7589 -3.7959 -2.7344 0.13
H 0.8620 -2.6250 -0.0829 0.05
H -0.4789 -4.2538 -1.8980 0.08
H 0.4061 -5.4345 -0.9298 0.06
H -0.6996 -4.2790 -0.1651 0.07
H -0.7170 -2.3318 -1.8893 0.08
H -0.8540 0.1256 -2.2794 0.09
H -3.1565 -0.1879 -2.9941 0.07
H -3.5990 -0.2651 -0.7905 0.06
H -3.0941 -1.9621 -0.6973 0.06
H -1.9374 -0.6722 -0.4701 0.05
C -2.1810 4.1884 -1.0712 -0.02
O -1.7489 4.2632 0.2926 0.00
C -1.8856 3.1244 0.9689 -0.61
O -2.3307 2.0981 0.5323 0.13
O -1.4408 3.3224 2.2105 -0.02
C -1.5233 2.1700 3.0557 -0.01
H -2.0166 5.1712 -1.5027 0.09
H -1.5964 3.4527 -1.6196 0.10
H -3.2401 3.9443 -1.1245 0.10
H -0.9164 1.3590 2.6604 0.08
H -2.5576 1.8490 3.1685 0.10
H -1.1330 2.4678 4.0244 0.10
C 4.1041 6.5456 4.4989 -0.05
O 2.7168 6.2303 4.6073 0.00
C 2.0530 6.2897 3.4497 -0.63
O 2.5284 6.5794 2.3845 0.13
O 0.7843 5.9745 3.6840 0.01
C -0.0542 5.9903 2.5213 -0.04
H 4.5211 6.4607 5.4984 0.09
H 4.6083 5.8424 3.8388 0.10
H 4.2406 7.5634 4.1380 0.10
H 0.2884 5.2654 1.7912 0.09
H -0.0816 6.9876 2.0839 0.10
H -1.0502 5.7177 2.8458 0.09
C -0.8929 -1.5090 2.2217 -0.03
O -0.7185 -1.3481 3.6361 0.01
C -0.8883 -2.4625 4.3401 -0.62
O -1.1710 -3.5440 3.9015 0.13
O -0.6931 -2.1723 5.6302 0.00
C -0.8448 -3.2891 6.5042 -0.05
H -0.7282 -0.5395 1.7676 0.06
H -0.1657 -2.2128 1.8244 0.09
H -1.9049 -1.8425 1.9955 0.10
H -0.1192 -4.0648 6.2668 0.10
H -1.8553 -3.6898 6.4455 0.10
H -0.6622 -2.9232 7.5108 0.09
C -9.5485 -1.7136 0.9778 -0.05
O -8.3782 -1.0963 0.4454 0.01
C -7.5551 -0.5975 1.3675 -0.63
O -7.7301 -0.6307 2.5575 0.12
O -6.5133 -0.0588 0.7435 0.01
C -5.5381 0.5191 1.6131 -0.04
H -10.1233 -2.0726 0.1289 0.09
H -9.2837 -2.5562 1.6139 0.10
H -10.1438 -0.9933 1.5363 0.10
H -5.1162 -0.2363 2.2738 0.10
H -5.9744 1.3298 2.1948 0.10
H -4.7436 0.9199 0.9891 0.07
C 5.4874 -2.5320 -5.8036 -0.02
O 6.7171 -1.8040 -6.0144 0.00
C 7.2571 -1.2909 -4.9233 -0.63
O 6.8469 -1.3840 -3.7983 0.13
O 8.3773 -0.6379 -5.2828 -0.01
C 9.0631 -0.0344 -4.1924 -0.06
H 5.1719 -2.8975 -6.7763 0.09
H 5.6584 -3.3811 -5.1440 0.10
H 4.7060 -1.8889 -5.4016 0.07
H 9.3812 -0.7863 -3.4714 0.09
H 8.4345 0.7087 -3.7040 0.09
H 9.9399 0.4561 -4.6082 0.09

(2)
19
Properties=species:S:1:pos:R:3:lowdin_charge:R:1 method="wB97M-V/def2-TZVPD" e_homo_ha=-0.2957 e_lumo_ev=0.86 e_above_lowest_kj_mol=388.9 orbital_gap_ev=8.91 total_charge=0 energy_ev=-8460.3234
C -1.8122 -0.9122 -1.1026 -0.04
C -0.8128 -0.7943 0.0364 -0.44
O -0.7915 -2.0553 0.6852 -0.03
C 0.5647 -0.4337 -0.4882 -0.20
C 0.8421 0.9945 -0.9224 -0.20
C 1.7404 0.8296 0.2501 -0.14
C 1.1295 1.3960 1.5159 -0.15
H -1.8984 0.0339 -1.6453 0.08
H -2.7946 -1.1878 -0.7094 0.09
H -1.4919 -1.6931 -1.8001 0.09
H -1.1565 -0.0110 0.7289 0.13
H -0.2379 -1.9770 1.4724 0.10
H 0.9543 -1.1703 -1.1948 0.15
H -0.0283 1.6531 -0.8096 0.11
H 1.3028 1.0978 -1.9038 0.10
H 1.4317 -0.5637 0.3348 0.12
H 0.0374 1.5547 1.5394 0.06
H 1.5860 2.3920 1.6010 0.08
H 1.4352 0.8466 2.4120 0.07

(3)
18
Properties=species:S:1:pos:R:3:lowdin_charge:R:1 method="wB97M-V/def2-TZVPD" e_homo_ha=-0.3455 e_lumo_ev=1.22 e_above_lowest_kj_mol=354.4 orbital_gap_ev=10.62 total_charge=0 energy_ev=-6413.2675
C -1.9057 0.1114 -0.3137 -0.11
C -0.5760 -0.5569 -0.6500 -0.24
C 0.2002 -0.7860 1.0800 -0.15
C 0.8076 0.6246 1.1184 -0.24
C 1.4902 0.4349 -0.2334 -0.22
C 0.4504 0.3474 -1.3311 -0.22
H -1.7389 1.0516 0.2241 0.07
H -2.4838 -0.5569 0.3295 0.07
H -2.5370 0.3564 -1.1815 0.08
H -0.7461 -1.4959 -1.1926 0.12
H 0.9792 -1.4160 1.6119 0.11
H -0.7203 -1.0758 1.5437 0.06
H 0.0513 1.4045 1.2330 0.09
H 1.5720 0.7910 1.8909 0.11
H 2.3385 1.1246 -0.4540 0.12
H 1.4127 -0.7948 -0.0323 0.14
H 0.0133 1.3165 -1.6023 0.11
H 0.9090 -0.0705 -2.2408 0.11

(4)
85
Properties=species:S:1:pos:R:3:lowdin_charge:R:1 method="wB97M-V/def2-TZVPD" e_homo_ha=-0.3841 e_lumo_ev=-3.09 e_above_lowest_kj_mol=0.0 orbital_gap_ev=7.36 total_charge=+1 energy_ev=-52872.0868
C 5.1145 -5.0496 0.3554 0.00
C 6.0659 -4.4344 -0.7352 -0.46
O 7.0315 -5.0580 -1.1225 0.09
N 5.6891 -3.0992 -1.2726 -0.14
C 6.9021 -2.2399 -1.1752 -0.08
C 5.2890 -3.3712 -2.6823 -0.19
C 4.0196 -2.5410 -3.1618 -0.16
C 3.0485 -2.1666 -1.9431 -0.20
C 1.6935 -1.5563 -2.4835 -0.14
C 0.4993 -1.5753 -1.4743 -0.06
C -0.8672 -2.1007 -1.9958 -0.14
N -1.0589 -2.5759 -3.3681 0.06
C -2.0831 -2.1342 -1.1654 -0.07
C -3.4855 -2.6241 -1.6874 -0.12
C -3.5847 -4.1809 -1.9479 -0.31
C -5.1346 -4.5591 -1.8688 -0.06
F -3.2167 -4.4209 -3.3108 -0.08
C -2.0430 -1.6786 0.2917 -0.27
N -3.0798 -1.6472 1.2092 -0.23
S -2.3329 -0.9923 2.5746 0.91
N -0.7408 -0.7319 2.1067 -0.25
C -0.6919 -1.1648 0.7761 -0.24
C 0.5396 -1.1096 -0.0926 -0.10
C 1.8377 -0.5205 0.5511 -0.12
C 2.1551 0.9989 0.1929 -0.37
C 1.3592 1.5900 -1.0385 -0.09
C 3.7209 1.2747 -0.0496 -0.08
H 4.4791 -4.1967 0.7448 0.07
H 5.6783 -5.5246 1.1986 0.09
H 4.4324 -5.7995 -0.1501 0.09
H 6.6276 -1.3110 -0.5801 0.08
H 7.3019 -1.8817 -2.1643 0.09
H 7.7621 -2.7093 -0.6232 0.09
H 5.0256 -4.4677 -2.7972 0.13
H 6.1312 -3.1788 -3.4083 0.12
H 3.4480 -3.0215 -4.0002 0.11
H 4.4253 -1.5388 -3.5148 0.12
H 3.5866 -1.3242 -1.4081 0.08
H 2.9298 -3.0110 -1.2134 0.12
H 1.8852 -0.5411 -2.9473 0.12
H 1.3764 -2.2107 -3.3558 0.10
H -0.3939 -3.3194 -3.5989 0.09
H -0.8058 -1.7804 -3.9649 0.09
H -4.2590 -2.3853 -0.8934 0.10
H -3.7856 -2.0616 -2.6120 0.13
H -2.9586 -4.7944 -1.2447 0.15
H -5.4408 -4.8799 -0.8344 0.08
H -5.4259 -5.3024 -2.6674 0.09
H -5.7491 -3.6304 -2.0930 0.08
H 2.7541 -1.1656 0.3924 0.10
H 1.6685 -0.5476 1.6736 0.11
H 1.8748 1.6274 1.0929 0.11
H 0.2510 1.4185 -1.0171 0.07
H 1.4998 2.7188 -0.9966 0.09
H 1.8613 1.2652 -1.9905 0.06
H 4.3509 0.6284 0.6156 0.08
H 3.8669 2.3659 0.2205 0.08
H 3.9121 1.1426 -1.1477 0.07
C -4.3981 6.8941 3.8717 -0.09
C -3.0813 6.3564 3.3101 -0.22
C -3.2689 5.4045 2.1281 -0.11
N -3.2789 3.9245 2.5038 -0.24
C -4.2261 3.6258 3.6303 0.02
C -3.6968 3.1011 1.2760 -0.09
C -2.4024 2.8274 0.5466 -0.15
C -1.4287 2.5424 1.6736 -0.15
C -1.8578 3.4366 2.8321 -0.06
H -5.0007 6.1150 4.3400 0.06
H -4.2026 7.6547 4.6287 0.09
H -4.9980 7.3546 3.0835 0.09
H -2.4848 5.9094 4.1100 0.11
H -2.5155 7.2211 2.9528 0.12
H -2.4486 5.5310 1.4200 0.13
H -4.2060 5.6119 1.6063 0.13
H -5.2143 3.9912 3.3537 0.12
H -3.8612 4.1056 4.5364 0.10
H -4.2518 2.5473 3.7850 0.11
H -4.1467 2.1726 1.6308 0.13
H -4.4273 3.6605 0.6909 0.14
H -2.0862 3.7003 -0.0305 0.12
H -2.4927 1.9869 -0.1431 0.13
H -0.3959 2.7303 1.3764 0.11
H -1.4923 1.4947 1.9729 0.05
H -1.2062 4.3022 2.9454 0.13
H -1.8868 2.8831 3.7708 0.13